DFT (wB97M-V/def2-TZVPD) results for C20H18BrLiN3OSi as an isolated structure.

HOMO, eV: -4.5
Orbital gap, Ha: 0.25016

Geometry as ORCA input:
```
! RIJCOSX wB97M-V def2-TZVPD def2/J DEFGRID3
* xyz -1 1
Li 0.14 -0.08 -0.07
Br -0.96 -8.13 -0.40
C -2.21 -6.95 0.42
C -2.64 -7.20 1.71
C -3.56 -6.34 2.29
C -4.03 -5.22 1.62
C -3.59 -5.00 0.31
C -2.69 -5.86 -0.29
N -5.07 -4.47 2.23
N -5.19 -3.23 2.10
C -4.20 -2.37 1.62
C -4.68 -1.28 0.90
C -3.88 -0.41 0.20
C -2.47 -0.54 0.21
O -1.69 0.17 -0.47
C -1.94 -1.55 1.14
N -0.60 -1.52 1.30
C -0.03 -2.34 2.15
C -0.77 -3.23 2.93
C -2.14 -3.28 2.78
C -2.77 -2.45 1.83
H -2.27 -8.06 2.25
H -3.92 -6.53 3.30
H -3.96 -4.14 -0.24
H -2.36 -5.69 -1.31
H -5.76 -1.18 0.86
H -4.31 0.39 -0.40
H 1.05 -2.27 2.23
H -0.28 -3.87 3.65
H -2.72 -3.94 3.40
C 5.95 -1.20 -0.36
Si 4.81 -0.81 1.07
C 5.56 0.60 2.06
C 4.80 -2.31 2.19
C 3.18 -0.36 0.47
C 2.10 0.00 0.00
H 6.97 -1.42 -0.03
H 5.99 -0.35 -1.05
H 5.58 -2.06 -0.92
H 6.59 0.37 2.38
H 4.97 0.79 2.96
H 5.58 1.52 1.47
H 5.81 -2.56 2.52
H 4.39 -3.19 1.68
H 4.19 -2.14 3.09
*
```

These are the Mulliken partial charges, in e, on atoms 1 to 6: Li 1.1223; Br -0.2143; C 0.1829; C -0.4844; C -0.0981; C -0.1007

---

DFT (wB97M-V/def2-TZVPD) results for C20H18Cl4CuF12N4O12S4 as an isolated structure.

HOMO (spin up / spin down), eV: -8.9 / -8.9
Orbital gap (spin up / spin down), Ha: 0.15564 / 0.08267
⟨S²⟩: 0.758

Geometry as ORCA input:
```
! RIJCOSX wB97M-V def2-TZVPD def2/J DEFGRID3
* xyz 0 2
Cu 2.86 -3.30 0.82
C 2.49 1.84 -2.22
F 3.75 1.71 -1.84
F 2.20 3.05 -2.53
F 2.32 1.16 -3.35
S 1.20 1.35 -0.82
O 2.01 1.23 0.39
O 0.07 2.35 -0.86
N 0.78 -0.32 -1.23
S -0.49 -0.16 -2.28
O -0.68 1.11 -3.03
O -0.70 -1.40 -3.02
C -1.92 -0.15 -0.94
F -1.82 0.87 -0.08
F -3.09 -0.11 -1.45
F -1.82 -1.43 -0.34
C 8.53 -4.99 0.20
F 9.84 -4.64 -0.16
F 7.98 -5.02 -1.05
F 8.53 -6.18 0.76
S 7.59 -3.69 1.31
O 8.56 -2.82 1.98
O 6.58 -3.10 0.49
N 6.32 -4.52 2.24
S 6.93 -4.78 3.67
O 8.37 -5.17 3.74
O 6.61 -3.63 4.59
C 5.91 -6.27 4.22
F 4.58 -5.84 4.20
F 6.25 -7.21 3.39
F 6.05 -6.68 5.48
Cl 1.39 -5.63 -11.32
C 1.73 -4.52 -10.02
C 0.48 -4.25 -9.19
Cl -0.86 -3.52 -10.20
H 2.26 -3.71 -10.52
H 2.57 -5.00 -9.51
H 0.76 -3.68 -8.30
H 0.01 -5.15 -8.79
Cl -7.33 -2.73 5.80
C -8.13 -3.20 4.23
C -8.16 -2.03 3.30
Cl -8.67 -2.62 1.71
H -9.12 -3.60 4.44
H -7.43 -3.92 3.80
H -7.18 -1.57 3.20
H -8.80 -1.20 3.61
C 1.11 2.59 9.28
C 2.05 2.26 8.35
C 1.87 1.23 7.36
C 0.66 0.56 7.30
C -0.35 0.99 8.17
C -0.20 1.95 9.18
N 0.35 -0.45 6.25
O -0.60 -1.15 6.42
O 1.17 -0.67 5.42
H 1.33 3.33 10.03
H 3.01 2.76 8.40
H 2.71 1.03 6.71
H -1.36 0.62 8.11
H -0.98 2.33 9.83
C -3.74 6.32 -5.98
C -5.05 6.27 -6.51
C -5.98 7.19 -6.02
C -5.62 8.14 -5.10
C -4.21 8.32 -4.75
C -3.27 7.35 -5.16
N -6.61 9.04 -4.45
O -7.69 9.22 -5.02
O -6.42 9.45 -3.33
H -3.09 5.59 -6.44
H -5.33 5.49 -7.21
H -6.98 7.08 -6.40
H -3.85 9.03 -4.02
H -2.22 7.20 -4.95
*
```

These are the Mulliken partial charges, in e, on atoms 1 to 6: Cu 0.9609; C 0.7465; F -0.1753; F -0.1923; F -0.2200; S 1.0127

---

DFT (wB97M-V/def2-TZVPD) results for one molecule with the formula C20H18ClNO4S.

HOMO, eV: -8.5
Orbital gap, Ha: 0.31342
Energy above the lowest of the compared OMol25 structures with the same formula, charge and spin, eV: 0.000
SMILES: CCOc1ccc([C@H](CC(=O)O)NC(=O)c2sc3ccccc3c2Cl)cc1

Geometry as ORCA input:
```
! RIJCOSX wB97M-V def2-TZVPD def2/J DEFGRID3
* xyz 0 1
C 5.70 1.96 -1.74
C 5.53 0.44 -1.84
O 5.30 -0.17 -0.59
C 4.08 -0.06 0.01
C 4.00 -0.58 1.30
C 2.81 -0.56 2.00
C 1.66 -0.02 1.43
C 0.34 0.03 2.17
C 0.20 -1.04 3.26
C 0.57 -2.43 2.80
O 1.20 -3.23 3.44
O 0.09 -2.72 1.58
N -0.75 -0.06 1.23
C -1.81 0.78 1.26
O -1.90 1.70 2.05
C -2.84 0.51 0.24
S -2.57 -0.65 -1.05
C -4.14 -0.34 -1.73
C -4.69 -0.92 -2.86
C -5.96 -0.54 -3.23
C -6.67 0.41 -2.50
C -6.12 1.00 -1.38
C -4.84 0.62 -0.98
C -4.07 1.09 0.13
Cl -4.67 2.26 1.22
C 1.75 0.51 0.15
C 2.94 0.50 -0.56
H 4.80 2.43 -1.36
H 6.52 2.18 -1.06
H 5.92 2.37 -2.72
H 4.72 0.19 -2.55
H 6.45 -0.01 -2.20
H 4.89 -1.01 1.74
H 2.80 -0.97 3.00
H 0.22 1.01 2.65
H -0.84 -1.07 3.59
H 0.81 -0.80 4.13
H 0.35 -3.62 1.33
H -0.75 -0.87 0.62
H -4.14 -1.65 -3.42
H -6.41 -0.98 -4.11
H -7.66 0.69 -2.82
H -6.66 1.73 -0.80
H 0.88 0.95 -0.30
H 2.95 0.92 -1.55
*
```

These are the Mulliken partial charges, in e, on atoms 1 to 6: C -1.0374; C -0.4080; O -0.4694; C 0.8243; C -0.9451; C -0.5165

---

DFT (wB97M-V/def2-TZVPD) results for C20H18CrF3N5O4S2 as an isolated structure.

HOMO (spin up / spin down), eV: -8.3 / -8.6
Orbital gap (spin up / spin down), Ha: 0.28204 / 0.24299
⟨S²⟩: 6.085

Geometry as ORCA input:
```
! RIJCOSX wB97M-V def2-TZVPD def2/J DEFGRID3
* xyz 0 5
Cr -0.77 0.10 -0.96
N 3.20 1.95 -1.00
C 2.15 1.11 -0.76
S 1.32 0.46 -2.14
N 1.88 0.82 0.48
N 0.78 0.01 0.55
C 0.77 -1.01 1.34
C 1.84 -1.46 2.25
C 2.01 -2.83 2.42
C 3.00 -3.31 3.27
C 3.79 -2.43 3.98
C 3.61 -1.06 3.83
C 2.64 -0.57 2.96
C -0.53 -1.71 1.25
C -1.22 -2.13 2.42
C -2.62 -2.23 2.37
C -3.28 -1.88 1.23
C -2.54 -1.46 0.00
N -1.09 -1.67 0.08
H 3.55 2.01 -1.93
H 3.84 2.12 -0.24
H 1.39 -3.53 1.87
H 3.14 -4.38 3.38
H 4.56 -2.80 4.65
H 4.23 -0.36 4.38
H 2.51 0.49 2.83
H -0.68 -2.27 3.34
H -3.17 -2.53 3.25
H -4.36 -1.87 1.19
H -2.94 -1.98 -0.88
O -2.54 1.72 -3.17
C -1.37 2.50 -3.31
C -1.07 3.07 -1.95
C -1.00 4.44 -1.76
C -0.79 4.95 -0.49
C -0.69 4.07 0.57
C -0.77 2.72 0.31
N -0.93 2.22 -0.92
H -2.62 1.12 -3.92
H -1.51 3.32 -4.02
H -0.52 1.89 -3.64
H -1.12 5.10 -2.61
H -0.73 6.02 -0.33
H -0.55 4.42 1.59
H -0.71 2.00 1.11
F -0.83 -3.33 -4.24
C -0.71 -2.75 -3.05
F -1.32 -3.53 -2.15
F 0.59 -2.67 -2.73
S -1.49 -1.04 -3.08
O -0.89 -0.44 -4.27
O -2.91 -1.35 -3.17
O -2.51 -0.07 -0.19
*
```

These are the Mulliken partial charges, in e, on atoms 1 to 6: Cr 0.1117; N -0.4957; C 0.5296; S -0.4135; N -1.3202; N 1.3556

---

Repeat the fourth record exactly.
DFT (wB97M-V/def2-TZVPD) results for C20H18CrF3N5O4S2 as an isolated structure.

HOMO (spin up / spin down), eV: -8.3 / -8.6
Orbital gap (spin up / spin down), Ha: 0.28204 / 0.24299
⟨S²⟩: 6.085

Geometry as ORCA input:
```
! RIJCOSX wB97M-V def2-TZVPD def2/J DEFGRID3
* xyz 0 5
Cr -0.77 0.10 -0.96
N 3.20 1.95 -1.00
C 2.15 1.11 -0.76
S 1.32 0.46 -2.14
N 1.88 0.82 0.48
N 0.78 0.01 0.55
C 0.77 -1.01 1.34
C 1.84 -1.46 2.25
C 2.01 -2.83 2.42
C 3.00 -3.31 3.27
C 3.79 -2.43 3.98
C 3.61 -1.06 3.83
C 2.64 -0.57 2.96
C -0.53 -1.71 1.25
C -1.22 -2.13 2.42
C -2.62 -2.23 2.37
C -3.28 -1.88 1.23
C -2.54 -1.46 0.00
N -1.09 -1.67 0.08
H 3.55 2.01 -1.93
H 3.84 2.12 -0.24
H 1.39 -3.53 1.87
H 3.14 -4.38 3.38
H 4.56 -2.80 4.65
H 4.23 -0.36 4.38
H 2.51 0.49 2.83
H -0.68 -2.27 3.34
H -3.17 -2.53 3.25
H -4.36 -1.87 1.19
H -2.94 -1.98 -0.88
O -2.54 1.72 -3.17
C -1.37 2.50 -3.31
C -1.07 3.07 -1.95
C -1.00 4.44 -1.76
C -0.79 4.95 -0.49
C -0.69 4.07 0.57
C -0.77 2.72 0.31
N -0.93 2.22 -0.92
H -2.62 1.12 -3.92
H -1.51 3.32 -4.02
H -0.52 1.89 -3.64
H -1.12 5.10 -2.61
H -0.73 6.02 -0.33
H -0.55 4.42 1.59
H -0.71 2.00 1.11
F -0.83 -3.33 -4.24
C -0.71 -2.75 -3.05
F -1.32 -3.53 -2.15
F 0.59 -2.67 -2.73
S -1.49 -1.04 -3.08
O -0.89 -0.44 -4.27
O -2.91 -1.35 -3.17
O -2.51 -0.07 -0.19
*
```

These are the Mulliken partial charges, in e, on atoms 1 to 6: Cr 0.1117; N -0.4957; C 0.5296; S -0.4135; N -1.3202; N 1.3556